No. 1
109
Properties=species:S:1:pos:R:3:mulliken_charge:R:1 method="wB97M-V/def2-TZVPD" homo_ev=-9.90 multiplicity=1 charge=+2 gap_ev=1.110
Cu -4.483 -5.206 -2.618 0.89
Ca -7.179 -0.454 -5.369 1.33
C -2.834 -0.206 -1.794 -0.53
O -4.104 -0.671 -2.179 -0.60
H -2.958 0.824 -1.460 0.23
H -2.480 -0.676 -0.876 0.21
H -2.076 -0.308 -2.570 0.26
C 2.554 7.763 4.257 -1.54
C 2.988 6.352 3.574 1.45
C 2.245 5.225 4.246 -1.21
C 0.856 4.875 3.833 -0.90
C 0.658 4.792 2.326 -0.96
C 1.187 6.086 1.612 1.23
N 2.534 6.423 2.195 0.15
O 3.178 7.330 1.406 -0.45
C 1.283 5.767 0.088 -1.68
C 0.125 7.267 1.903 -1.59
C 4.473 6.082 3.699 -1.92
H 2.884 7.777 5.296 0.43
H 1.466 7.821 4.252 0.32
H 3.044 8.683 3.937 0.42
H 2.810 4.293 4.207 0.44
H 2.249 5.335 5.330 0.45
H 0.167 5.593 4.278 0.34
H 0.472 3.995 4.349 0.43
H -0.431 4.818 2.311 0.34
H 0.910 3.845 1.850 0.39
H 0.255 5.618 -0.239 0.38
H 1.667 6.629 -0.457 0.35
H 1.760 4.791 -0.003 0.41
H -0.041 7.455 2.964 0.35
H 0.433 8.245 1.532 0.37
H -0.852 7.093 1.452 0.41
H 5.057 6.812 3.140 0.36
H 4.618 5.065 3.335 0.45
H 4.859 5.937 4.708 0.37
H 2.730 8.120 1.716 0.39
C 10.164 -8.925 5.318 -0.68
O 8.901 -8.429 5.471 -0.30
C 8.875 -7.013 5.171 -0.72
C 7.440 -6.753 4.704 -0.69
N 7.409 -6.943 3.284 -0.26
C 6.197 -6.462 2.669 -0.73
C 6.348 -4.928 2.344 -0.37
O 5.033 -4.480 2.046 -0.27
C 4.777 -3.078 1.842 -0.66
H 9.964 -9.935 4.959 0.23
H 10.712 -8.967 6.259 0.25
H 10.714 -8.341 4.580 0.34
H 9.644 -6.623 4.504 0.38
H 9.047 -6.455 6.091 0.37
H 7.101 -5.775 5.044 0.48
H 6.700 -7.277 5.308 0.38
H 7.604 -7.916 3.092 0.23
H 5.411 -6.578 3.414 0.30
H 5.852 -7.010 1.791 0.40
H 7.104 -4.769 1.576 0.31
H 6.680 -4.449 3.266 0.25
H 5.277 -2.657 2.715 0.30
H 3.740 -2.745 1.894 0.22
H 5.120 -2.731 0.867 0.25
C -4.682 2.480 -6.538 -0.69
O -5.851 2.803 -5.807 -0.26
C -5.903 4.203 -5.533 -0.51
C -7.134 4.569 -4.648 -0.73
N -7.662 3.486 -3.790 -0.31
C -8.895 3.811 -2.983 -0.69
C -10.102 4.239 -3.800 -0.57
O -9.850 5.616 -4.045 -0.31
C -10.928 6.483 -3.782 -0.84
H -4.726 2.426 -7.626 0.28
H -4.369 1.521 -6.125 0.23
H -3.910 3.246 -6.465 0.31
H -5.928 4.846 -6.413 0.36
H -5.009 4.561 -5.021 0.42
H -7.930 4.922 -5.305 0.29
H -7.142 5.486 -4.059 0.43
H -6.959 3.023 -3.233 0.24
H -8.514 4.637 -2.383 0.40
H -9.030 2.866 -2.457 0.40
H -11.058 4.012 -3.328 0.50
H -10.048 3.714 -4.753 0.27
H -10.608 7.449 -3.392 0.28
H -11.584 6.197 -2.960 0.34
H -11.450 6.601 -4.732 0.29
C 1.595 -4.266 -3.817 -0.76
O 1.398 -5.320 -4.778 -0.35
C 0.073 -5.767 -4.656 -0.53
C -0.187 -6.550 -3.262 -0.78
N -0.716 -5.746 -2.147 -0.20
C -0.688 -6.538 -0.898 -0.76
C -1.332 -5.852 0.211 -0.65
O -2.698 -5.737 -0.141 -0.22
C -3.398 -4.929 0.733 -0.76
H 0.796 -3.524 -3.810 0.35
H 2.613 -3.900 -3.683 0.33
H 1.481 -4.675 -2.813 0.17
H -0.084 -6.511 -5.438 0.38
H -0.774 -5.084 -4.722 0.36
H 0.705 -7.090 -2.945 0.31
H -1.026 -7.220 -3.453 0.48
H -0.462 -4.770 -2.098 0.30
H 0.323 -6.932 -0.793 0.47
H -1.299 -7.424 -1.073 0.32
H -0.902 -4.861 0.352 0.39
H -1.216 -6.423 1.133 0.43
H -4.461 -5.012 0.503 0.20
H -3.086 -3.903 0.540 0.33
H -3.221 -5.115 1.792 0.32


No. 2
139
Properties=species:S:1:pos:R:3:mulliken_charge:R:1 method="wB97M-V/def2-TZVPD" homo_ev="-9.24 / -9.24" multiplicity=4 gap_ev="8.489 / 8.246"
Co -2.507 -0.139 -2.682 2.24
Cl -3.181 3.532 -2.506 1.71
O -4.475 3.518 -1.850 -0.71
O -3.346 4.379 -3.635 -0.74
O -2.151 4.080 -1.700 -0.59
O -2.753 2.191 -2.843 -1.09
Cl 0.375 -0.032 -0.454 -0.49
O 0.805 1.294 -0.699 -0.11
O -0.913 -0.135 -1.138 -0.34
O 1.370 -1.019 -0.912 0.06
O 0.105 -0.167 0.943 -0.19
C -2.419 -0.840 5.049 -0.28
C -1.006 -0.361 4.922 0.62
O -0.362 -1.317 5.816 -0.28
C -1.010 -2.473 5.635 0.76
O -0.585 -3.617 5.871 -0.61
O -2.210 -2.182 5.206 -0.32
F -0.916 0.891 5.411 -0.30
H -2.913 -0.718 4.085 0.17
H -3.028 -0.364 5.817 0.24
H -0.570 -0.369 3.923 0.09
C 3.078 3.766 -2.167 -0.26
C 2.119 3.702 -3.298 0.56
O 2.186 2.388 -3.741 -0.31
C 3.368 1.861 -3.244 0.49
O 3.701 0.716 -3.370 -0.53
O 3.964 2.791 -2.547 -0.35
F 2.501 4.555 -4.240 -0.35
H 2.502 3.561 -1.266 0.14
H 3.515 4.765 -2.154 0.36
H 1.084 3.926 -3.039 0.21
C -3.372 -5.485 2.751 -0.55
C -3.228 -5.779 1.317 0.23
O -2.296 -4.738 0.900 -0.13
C -2.532 -3.641 1.675 0.45
O -2.240 -2.493 1.448 -0.51
O -3.264 -4.037 2.783 -0.32
F -4.461 -5.684 0.721 -0.32
H -2.511 -5.873 3.294 0.36
H -4.351 -5.841 3.073 0.33
H -2.844 -6.782 1.125 0.33
C -5.167 4.225 1.655 0.04
C -3.835 4.497 2.373 0.17
O -3.356 5.530 1.563 -0.21
C -4.344 6.085 0.939 0.65
O -4.171 7.097 0.266 -0.59
O -5.495 5.554 1.277 -0.35
F -3.026 3.459 2.191 -0.16
H -5.974 3.856 2.287 0.32
H -5.028 3.532 0.825 -0.10
H -3.827 4.829 3.411 0.24
C 1.343 -3.284 2.031 0.94
C 2.277 -2.648 3.003 0.52
O 2.868 -3.788 3.579 -0.43
C 2.070 -4.859 3.458 0.67
O 2.130 -5.946 4.132 -0.67
O 1.117 -4.549 2.626 -0.34
F 1.688 -1.923 3.981 -0.22
H 1.737 -3.321 1.015 -0.20
H 0.471 -2.631 1.995 -0.44
H 3.018 -1.960 2.597 -0.01
C -4.256 0.526 -0.264 -1.14
O -4.009 -0.478 -1.235 -0.12
H -4.672 0.220 0.696 0.48
H -3.441 1.232 -0.108 0.30
H -5.083 1.162 -0.579 0.42
H -4.795 -1.025 -1.163 0.12
C 5.210 -3.619 1.209 -0.72
O 4.195 -3.196 0.302 -0.34
H 5.888 -2.778 1.359 0.30
H 4.801 -3.822 2.199 0.23
H 5.859 -4.364 0.749 0.26
H 4.159 -2.250 0.140 0.37
C -3.735 -3.105 -2.831 -0.80
O -2.561 -2.217 -2.680 0.14
H -4.685 -2.571 -2.811 0.27
H -3.607 -3.748 -3.702 0.31
H -3.661 -3.725 -1.939 0.14
H -1.880 -2.864 -2.478 0.20
C -0.109 -4.469 -1.847 -0.30
O -0.740 -4.003 -3.012 -0.50
H 0.920 -4.144 -1.688 0.17
H -0.706 -4.276 -0.956 -0.06
H 0.025 -5.550 -1.881 0.54
H -0.207 -4.326 -3.742 0.19
C 2.226 -3.655 -4.722 -0.35
O 1.105 -4.425 -5.190 -0.57
H 1.897 -2.950 -3.959 -0.18
H 3.050 -4.231 -4.301 0.30
H 2.710 -3.049 -5.487 0.45
H 1.408 -4.685 -6.062 0.32
C 0.896 7.478 -1.918 -0.40
O -0.137 6.630 -2.329 -0.54
H 1.131 8.313 -2.578 0.28
H 0.593 7.926 -0.972 0.23
H 1.745 6.800 -1.831 0.05
H -0.246 5.968 -1.643 0.33
C 5.862 -3.330 -3.162 -0.43
O 4.857 -2.548 -3.799 -0.37
H 5.788 -3.400 -2.077 0.01
H 5.882 -4.310 -3.639 0.29
H 6.854 -2.889 -3.262 0.32
H 4.703 -1.754 -3.282 0.25
C -5.216 0.111 -4.168 -0.68
O -3.863 -0.330 -4.312 -0.37
H -5.345 0.757 -3.300 0.19
H -5.415 0.710 -5.057 0.32
H -5.949 -0.696 -4.161 0.31
H -3.907 -0.975 -5.022 0.28
C 3.810 1.016 1.153 -0.90
O 3.893 -0.214 0.497 -0.52
H 2.791 1.397 1.226 0.27
H 4.239 0.836 2.138 0.38
H 4.419 1.808 0.716 0.40
H 3.352 -0.284 -0.293 0.10
C 2.482 0.556 6.111 -0.32
O 3.489 1.408 5.627 -0.41
H 2.673 -0.456 5.753 0.14
H 2.380 0.511 7.196 0.33
H 1.545 0.669 5.567 -0.01
H 4.252 0.893 5.898 0.29
C 0.071 5.337 1.124 -0.65
O 0.315 4.724 -0.086 0.00
H 1.007 5.763 1.484 0.27
H -0.447 6.289 1.007 0.22
H -0.336 4.675 1.888 0.23
H -0.419 4.168 -0.357 0.05
C 3.270 3.907 3.730 -0.46
O 2.912 4.902 4.654 -0.56
H 3.819 4.461 2.969 0.37
H 3.902 3.125 4.152 0.24
H 2.470 3.305 3.297 0.11
H 2.308 5.497 4.204 0.30
C -0.082 -0.952 -4.296 -0.52
O -1.062 0.062 -4.136 -0.22
H 0.217 -1.579 -3.456 -0.25
H -0.397 -1.620 -5.097 0.48
H 0.796 -0.536 -4.791 0.49
H -0.933 0.671 -4.867 0.19


No. 3
121
Properties=species:S:1:pos:R:3:mulliken_charge:R:1 method="wB97M-V/def2-TZVPD" relative_energy_kcal_mol=0.64 homo_ev=-4.21 multiplicity=1 charge=-1 gap_ev=6.077
K 0.177 0.173 0.784 0.97
N 0.716 3.395 3.281 -0.08
C 1.605 2.365 3.434 0.36
N 2.067 2.054 4.660 -0.43
N 2.927 1.080 4.467 -0.57
N 2.962 0.829 3.190 -0.17
N 2.141 1.614 2.479 0.07
C -0.096 3.623 2.181 0.36
N -1.191 4.369 2.297 -0.62
N -1.688 4.406 1.047 -0.83
N -0.938 3.713 0.260 -0.46
N 0.110 3.195 0.945 0.31
H 0.320 3.715 4.150 0.27
N 1.428 -1.356 -4.009 -0.71
C 1.199 -0.111 -3.249 2.02
C 0.148 0.795 -3.877 -0.82
C -0.128 2.001 -2.982 0.24
N -0.756 1.540 -1.749 0.24
C 1.171 2.753 -2.679 -1.89
C 2.341 1.886 -2.196 0.28
N 2.189 1.481 -0.796 -0.07
C 2.506 0.646 -3.083 -1.29
H 0.533 -1.802 -4.190 -0.17
H 2.046 -2.316 -2.697 0.19
H 1.836 -1.142 -4.915 0.32
H 0.834 -0.405 -2.262 -0.69
H -0.780 0.235 -4.029 -0.19
H 0.498 1.132 -4.861 0.43
H -0.780 2.693 -3.536 0.54
H -1.544 0.934 -1.951 -0.67
H -1.077 2.336 -1.199 0.18
H 0.970 3.534 -1.941 0.56
H 1.487 3.256 -3.600 0.50
H 3.248 2.492 -2.319 0.42
H 1.656 2.173 -0.269 0.05
H 3.090 1.406 -0.338 0.19
H 3.270 -0.005 -2.645 -0.08
H 2.869 0.953 -4.074 0.38
C -0.790 -2.886 4.159 -0.31
C 0.326 -1.948 3.776 0.05
N 1.002 -1.374 4.788 -0.28
O 0.623 -1.753 2.600 -0.11
H -1.121 -2.742 5.187 0.42
H -0.439 -3.913 4.037 0.33
H -1.625 -2.725 3.482 -0.35
H 0.635 -1.404 5.721 0.20
H 1.722 -0.693 4.589 0.14
I 4.431 -0.585 2.429 0.28
I 6.540 -2.513 1.544 -0.56
C 4.773 -2.366 -1.975 -1.44
C 3.530 -2.730 -1.251 0.52
N 2.300 -2.683 -1.743 0.30
C 1.393 -3.042 -0.770 0.04
C 2.108 -3.316 0.346 -0.84
N 3.435 -3.129 0.016 0.19
H 5.199 -1.455 -1.554 0.33
H 4.548 -2.209 -3.028 0.35
H 5.521 -3.149 -1.872 0.40
H 0.330 -3.025 -0.958 -0.14
H 1.790 -3.579 1.338 0.59
H 4.241 -3.183 0.638 -0.05
C -2.090 -2.412 -5.190 -1.39
Si -2.304 -3.385 -3.566 0.16
C -3.840 -4.434 -3.933 -1.18
C -0.871 -4.636 -3.549 -1.09
Si -2.181 -2.038 -1.658 1.16
Si -4.172 -0.818 -1.798 0.11
C -4.229 0.502 -0.441 -0.04
C -5.816 -1.751 -1.639 -1.05
C -4.307 0.143 -3.426 -1.10
Si -2.782 -3.585 -0.007 0.07
C -4.054 -4.948 -0.355 -1.19
C -1.251 -4.519 0.619 -0.50
C -3.440 -2.679 1.522 -0.28
H -1.820 -3.096 -6.001 0.49
H -1.337 -1.623 -5.147 0.34
H -3.029 -1.928 -5.468 0.37
H -3.746 -4.902 -4.919 0.41
H -4.747 -3.824 -3.936 0.26
H -3.979 -5.225 -3.195 0.28
H -0.917 -5.288 -4.427 0.45
H -0.913 -5.270 -2.658 0.23
H 0.106 -4.143 -3.550 0.21
H -4.186 0.056 0.556 -0.43
H -5.157 1.082 -0.511 0.39
H -3.397 1.207 -0.518 -0.10
H -5.893 -2.254 -0.671 0.22
H -5.921 -2.514 -2.413 0.21
H -6.661 -1.060 -1.726 0.39
H -3.415 0.745 -3.618 0.21
H -5.164 0.822 -3.389 0.41
H -4.445 -0.525 -4.279 0.24
H -3.641 -5.716 -1.013 0.28
H -4.957 -4.556 -0.827 0.31
H -4.339 -5.434 0.584 0.40
H -0.765 -5.083 -0.183 0.31
H -1.517 -5.227 1.410 0.52
H -0.523 -3.811 1.027 -0.58
H -4.407 -2.212 1.319 0.05
H -2.745 -1.890 1.828 -0.55
H -3.568 -3.377 2.358 0.70
C -5.221 4.245 3.059 -1.51
C -4.498 3.181 2.248 -0.34
N -3.458 2.514 3.028 -0.13
C -3.304 1.201 3.198 -0.23
S -1.784 0.519 3.510 -0.07
N -4.392 0.389 3.105 0.14
C -5.716 0.670 3.646 -0.12
C -6.756 -0.164 2.917 -1.07
H -5.963 4.753 2.440 0.36
H -4.505 4.989 3.409 0.39
H -5.725 3.822 3.931 0.29
H -3.995 3.656 1.404 0.53
H -5.174 2.432 1.840 0.22
H -2.602 3.058 3.123 0.25
H -4.125 -0.583 3.159 0.15
H -5.941 1.726 3.540 -0.03
H -5.732 0.449 4.720 0.37
H -6.777 0.093 1.857 0.17
H -7.748 0.002 3.340 0.43
H -6.528 -1.228 2.998 0.29


Electronic energy (eV)
-115509.3627, -180070.4300, -132383.7777